1.
Computed, not measured: C2H3N3O2 in the gas phase in a non-equilibrium geometry, with wB97M-V/def2-TZVPD.

Last columns: bonded neighbours and bond lengths (Å).
Element x y z (Å)
1 H -2.225 -1.137 -0.017  N2 1.074
2 N -1.282 -1.514 0.333  H1 1.074, C3 1.336
3 C -0.571 -0.416 0.057  N2 1.336, O4 1.417, N7 1.329
4 O -1.041 0.835 -0.413  C3 1.417, C5 1.354
5 C 0.117 1.435 -0.777  O4 1.354, N6 1.302, H9 1.210
6 N 1.235 0.899 -0.377  C5 1.302, N7 1.377
7 N 0.742 -0.258 0.181  C3 1.329, N6 1.377, O8 1.318
8 O 1.183 -0.693 1.345  N7 1.318, H10 0.941
9 H 0.138 2.323 -1.599  C5 1.210
10 H 1.704 -1.473 1.265  O8 0.941

Computed properties:
* HOMO energy: -9.0 eV
* lowest unoccupied orbital energy: 0.82 eV
* largest force on an atom: 0.1026 Eh/bohr
* energy relative to the best compared isomer or geometry (same formula, charge and spin): 106.8 kcal/mol
* SMILES: [H]/N=c1\ocnn1O
* gap between HOMO and LUMO: 0.3603 Eh


2.
Computed, not measured: 12 unconnected molecules or ions with the total composition C28H80O12 in a non-equilibrium geometry, with wB97M-V/def2-TZVPD.

Last columns: bonded neighbours and bond lengths (Å).
Element x y z (Å)
1 C -5.684 -3.086 0.448  C2 1.569, H5 1.090, H6 1.090, H7 1.090
2 C -5.890 -4.544 0.989  C1 1.569, C3 1.521, O4 1.400, H8 1.090
3 C -6.172 -4.482 2.483  C2 1.521, H9 1.090, H10 1.090, H11 1.090
4 O -7.058 -5.044 0.401  C2 1.400, H12 0.960
5 H -4.775 -2.651 0.862  C1 1.090
6 H -6.536 -2.466 0.727  C1 1.090
7 H -5.512 -3.001 -0.625  C1 1.090
8 H -5.024 -5.132 0.685  C2 1.090
9 H -6.378 -5.473 2.886  C3 1.090
10 H -7.058 -3.878 2.676  C3 1.090
11 H -5.327 -3.999 2.974  C3 1.090
12 H -7.747 -4.480 0.760  O4 0.960
13 C -3.182 2.879 -7.032  C14 1.488, H17 1.090, H18 1.090, H19 1.090
14 C -3.517 2.017 -5.866  C13 1.488, C15 1.540, O16 1.413, H20 1.090
15 C -3.986 0.594 -6.222  C14 1.540, H21 1.090, H22 1.090, H23 1.090
16 O -2.364 1.913 -5.055  C14 1.413, H24 0.960
17 H -2.246 2.778 -7.582  C13 1.090
18 H -3.261 3.891 -6.637  C13 1.090
19 H -4.009 2.886 -7.742  C13 1.090
20 H -4.335 2.490 -5.321  C14 1.090
21 H -3.243 0.094 -6.843  C15 1.090
22 H -4.858 0.601 -6.876  C15 1.090
23 H -4.147 -0.047 -5.355  C15 1.090
24 H -2.180 2.740 -4.603  O16 0.960
25 C -1.926 4.893 6.534  C26 1.589, H29 1.090, H30 1.090, H31 1.090
26 C -1.725 4.544 4.997  C25 1.589, C27 1.508, O28 1.396, H32 1.090
27 C -0.294 4.690 4.544  C26 1.508, H33 1.090, H34 1.090, H35 1.090
28 O -2.086 3.204 4.842  C26 1.396, H36 0.960
29 H -1.583 5.919 6.662  C25 1.090
30 H -1.338 4.164 7.090  C25 1.090
31 H -2.930 4.631 6.868  C25 1.090
32 H -2.367 5.189 4.397  C26 1.090
33 H -0.134 4.294 3.542  C27 1.090
34 H 0.359 4.113 5.199  C27 1.090
35 H 0.004 5.732 4.661  C27 1.090
36 H -1.563 2.796 4.148  O28 0.960
37 C 3.802 -0.888 -5.886  C38 1.562, H41 1.090, H42 1.090, H43 1.090
38 C 2.715 0.071 -5.305  C37 1.562, C39 1.490, O40 1.382, H44 1.090
39 C 3.231 1.414 -4.917  C38 1.490, H45 1.090, H46 1.090, H47 1.090
40 O 1.815 0.359 -6.314  C38 1.382, H48 0.960
41 H 3.308 -1.778 -6.277  C37 1.090
42 H 4.599 -1.139 -5.186  C37 1.090
43 H 4.324 -0.428 -6.725  C37 1.090
44 H 2.204 -0.451 -4.497  C38 1.090
45 H 3.412 2.108 -5.737  C39 1.090
46 H 4.173 1.297 -4.380  C39 1.090
47 H 2.557 1.892 -4.206  C39 1.090
48 H 1.069 0.796 -5.896  O40 0.960
49 C -1.129 -4.483 -4.062  C50 1.528, H53 1.090, H54 1.090, H55 1.090
50 C -0.330 -5.774 -3.886  C49 1.528, C51 1.558, O52 1.391, H56 1.090
51 C -0.156 -6.171 -2.390  C50 1.558, H57 1.090, H58 1.090, H59 1.090
52 O -0.996 -6.740 -4.633  C50 1.391, H60 0.960
53 H -2.144 -4.558 -3.673  C49 1.090
54 H -1.059 -4.179 -5.106  C49 1.090
55 H -0.573 -3.747 -3.481  C49 1.090
56 H 0.653 -5.613 -4.327  C50 1.090
57 H 0.656 -5.574 -1.973  C51 1.090
58 H 0.107 -7.227 -2.330  C51 1.090
59 H -1.040 -6.111 -1.756  C51 1.090
60 H -0.854 -7.607 -4.246  O52 0.960
61 C 6.216 -1.953 1.818  C62 1.554, H65 1.090, H66 1.090, H67 1.090
62 C 6.085 -2.852 0.557  C61 1.554, C63 1.469, O64 1.401, H68 1.090
63 C 4.781 -2.905 -0.118  C62 1.469, H69 1.090, H70 1.090, H71 1.090
64 O 6.997 -2.248 -0.319  C62 1.401, H72 0.960
65 H 7.273 -1.916 2.085  C61 1.090
66 H 5.662 -2.344 2.671  C61 1.090
67 H 5.903 -0.940 1.564  C61 1.090
68 H 6.399 -3.867 0.801  C62 1.090
69 H 4.575 -1.922 -0.541  C63 1.090
70 H 3.990 -3.137 0.595  C63 1.090
71 H 4.701 -3.600 -0.955  C63 1.090
72 H 7.116 -2.848 -1.059  O64 0.960
73 C -0.570 -3.531 5.863  C74 1.506, H77 1.090, H78 1.090, H79 1.090
74 C 0.361 -3.988 4.771  C73 1.506, C75 1.575, O76 1.421, H80 1.090
75 C -0.336 -4.693 3.546  C74 1.575, H81 1.090, H82 1.090, H83 1.090
76 O 0.987 -2.806 4.291  C74 1.421, H84 0.960
77 H -1.178 -4.268 6.389  C73 1.090
78 H -1.320 -2.805 5.549  C73 1.090
79 H 0.032 -3.063 6.641  C73 1.090
80 H 1.142 -4.663 5.121  C74 1.090
81 H -0.806 -5.663 3.710  C75 1.090
82 H 0.483 -4.738 2.829  C75 1.090
83 H -1.123 -4.117 3.060  C75 1.090
84 H 1.560 -2.498 4.996  O76 0.960
85 C 5.313 6.318 1.250  C86 1.519, H89 1.090, H90 1.090, H91 1.090
86 C 4.282 5.536 0.454  C85 1.519, C87 1.562, O88 1.380, H92 1.090
87 C 4.168 4.038 0.885  C86 1.562, H93 1.090, H94 1.090, H95 1.090
88 O 3.040 6.135 0.498  C86 1.380, H96 0.960
89 H 6.274 5.844 1.452  C85 1.090
90 H 4.999 6.452 2.285  C85 1.090
91 H 5.428 7.302 0.795  C85 1.090
92 H 4.666 5.543 -0.566  C86 1.090
93 H 3.428 3.505 0.288  C87 1.090
94 H 3.863 3.962 1.929  C87 1.090
95 H 5.137 3.565 0.726  C87 1.090
96 H 3.266 7.055 0.348  O88 0.960
97 C -5.788 2.227 -0.482  O98 1.405, H99 1.090, H100 1.090, H101 1.090
98 O -7.181 2.114 -0.336  C97 1.405, H102 0.960
99 H -5.425 3.026 -1.129  C97 1.090
100 H -5.291 2.334 0.482  C97 1.090
101 H -5.326 1.325 -0.884  C97 1.090
102 H -7.494 1.790 -1.183  O98 0.960
103 C -0.076 -0.216 -0.036  O104 1.440, H105 1.090, H106 1.090, H107 1.090
104 O 0.038 0.282 1.311  C103 1.440, H108 0.960
105 H 0.911 -0.281 -0.494  C103 1.090
106 H -0.578 -1.183 -0.078  C103 1.090
107 H -0.617 0.510 -0.642  C103 1.090
108 H 0.639 -0.368 1.684  O104 0.960
109 C 3.778 0.459 6.693  O110 1.411, H111 1.090, H112 1.090, H113 1.090
110 O 3.995 -0.923 6.868  C109 1.411, H114 0.960
111 H 3.320 0.953 7.550  C109 1.090
112 H 4.746 0.935 6.538  C109 1.090
113 H 3.198 0.748 5.816  C109 1.090
114 H 4.446 -1.026 7.709  O110 0.960
115 C -2.013 6.088 -1.824  O116 1.425, H117 1.090, H118 1.090, H119 1.090
116 O -1.189 4.926 -1.802  C115 1.425, H120 0.960
117 H -2.460 6.086 -0.830  C115 1.090
118 H -1.348 6.949 -1.886  C115 1.090
119 H -2.824 6.021 -2.549  C115 1.090
120 H -0.522 5.096 -1.133  O116 0.960

Computed properties:
* HOMO energy: -9.9 eV
* lowest unoccupied orbital energy: 0.16 eV
* largest force on an atom: 0.0572 Eh/bohr
* energy relative to the best compared isomer or geometry (same formula, charge and spin): 97.3 kcal/mol
* SMILES: CC(C)O.CC(C)O.CC(C)O.CC(C)O.CC(C)O.CC(C)O.CC(C)O.CC(C)O.CO.CO.CO.CO
* gap between HOMO and LUMO: 0.3699 Eh


3.
Computed, not measured: 9 unconnected molecules or ions with the total composition C12H33FN9O18, with wB97M-V/def2-TZVPD.

Last columns: bonded neighbours and bond lengths (Å).
Element x y z (Å)
1 O 4.181 1.546 6.234  C2 1.179
2 C 3.712 1.782 5.178  O1 1.179, O3 1.392, C4 1.516
3 O 3.447 0.759 4.272  C2 1.392, H9 0.969
4 C 3.199 3.148 4.768  C2 1.516, C5 1.526, H10 1.091, H11 1.092
5 C 2.223 3.165 3.594  C4 1.526, C6 1.509, H12 1.088, H13 1.089
6 C 0.812 2.824 4.004  C5 1.509, N7 1.520, H14 1.088, H15 1.088
7 N 0.770 1.354 4.387  C6 1.520, F8 1.374, H16 1.044, H17 1.024
8 F -0.072 0.641 3.567  N7 1.374
9 H 4.054 0.789 3.517  O3 0.969
10 H 4.056 3.776 4.522  C4 1.091
11 H 2.768 3.565 5.680  C4 1.092
12 H 2.222 4.163 3.160  C5 1.088
13 H 2.521 2.490 2.793  C5 1.089
14 H 0.115 2.920 3.173  C6 1.088
15 H 0.447 3.417 4.839  C6 1.088
16 H 1.710 0.920 4.255  N7 1.044
17 H 0.423 1.191 5.337  N7 1.024
18 C 4.931 7.491 2.819  N19 1.487, H22 1.083, H23 1.086, H24 1.086
19 N 3.904 6.425 2.959  C18 1.487, O20 1.213, O21 1.218
20 O 2.867 6.685 3.532  N19 1.213
21 O 4.164 5.332 2.488  N19 1.218
22 H 4.548 8.389 3.288  C18 1.083
23 H 5.834 7.130 3.303  C18 1.086
24 H 5.105 7.628 1.756  C18 1.086
25 C -1.940 -0.094 1.203  N26 1.489, H29 1.082, H30 1.085, H31 1.086
26 N -2.188 0.147 -0.245  C25 1.489, O27 1.209, O28 1.215
27 O -3.236 -0.225 -0.719  N26 1.209
28 O -1.300 0.715 -0.852  N26 1.215
29 H -2.794 -0.607 1.625  C25 1.082
30 H -1.047 -0.706 1.273  C25 1.085
31 H -1.791 0.883 1.652  C25 1.086
32 C -3.951 -3.756 -0.530  N33 1.486, H36 1.082, H37 1.085, H38 1.086
33 N -3.352 -3.845 0.827  C32 1.486, O34 1.220, O35 1.211
34 O -2.541 -2.999 1.166  N33 1.220
35 O -3.707 -4.765 1.530  N33 1.211
36 H -3.554 -2.883 -1.032  C32 1.082
37 H -3.689 -4.669 -1.053  C32 1.085
38 H -5.027 -3.695 -0.393  C32 1.086
39 C -7.307 -6.039 0.824  N40 1.490, H43 1.083, H44 1.086, H45 1.086
40 N -7.726 -5.879 -0.597  C39 1.490, O41 1.209, O42 1.217
41 O -8.763 -6.392 -0.948  N40 1.209
42 O -6.981 -5.240 -1.316  N40 1.217
43 H -8.059 -6.629 1.333  C39 1.083
44 H -6.338 -6.528 0.822  C39 1.086
45 H -7.220 -5.043 1.248  C39 1.086
46 C -2.571 -3.619 -5.109  N47 1.490, H50 1.082, H51 1.085, H52 1.086
47 N -2.337 -4.721 -4.133  C46 1.490, O48 1.220, O49 1.209
48 O -2.244 -4.433 -2.952  N47 1.220
49 O -2.255 -5.843 -4.575  N47 1.209
50 H -2.631 -2.685 -4.565  C46 1.082
51 H -1.743 -3.629 -5.812  C46 1.085
52 H -3.498 -3.850 -5.625  C46 1.086
53 C 7.777 1.355 6.117  N54 1.490, H57 1.084, H58 1.086, H59 1.086
54 N 7.618 1.759 4.692  C53 1.490, O55 1.221, O56 1.205
55 O 6.492 1.738 4.219  N54 1.221
56 O 8.609 2.084 4.089  N54 1.205
57 H 6.800 1.097 6.507  C53 1.084
58 H 8.459 0.509 6.133  C53 1.086
59 H 8.217 2.198 6.641  C53 1.086
60 C -2.662 -0.143 -8.639  N61 1.489, H64 1.083, H65 1.086, H66 1.086
61 N -2.405 -1.252 -7.679  C60 1.489, O62 1.219, O63 1.210
62 O -2.332 -0.984 -6.493  N61 1.219
63 O -2.275 -2.364 -8.138  N61 1.210
64 H -2.754 0.778 -8.077  C60 1.083
65 H -1.820 -0.115 -9.325  C60 1.086
66 H -3.576 -0.387 -9.172  C60 1.086
67 C 0.499 0.584 -6.203  N68 1.488, H71 1.083, H72 1.085, H73 1.086
68 N 1.217 0.316 -7.479  C67 1.488, O69 1.216, O70 1.210
69 O 0.833 0.900 -8.474  N68 1.216
70 O 2.127 -0.481 -7.440  N68 1.210
71 H -0.280 1.310 -6.400  C67 1.083
72 H 0.084 -0.361 -5.867  C67 1.085
73 H 1.222 0.959 -5.485  C67 1.086

Computed properties:
* HOMO energy: -12.3 eV
* total charge: +1
* lowest unoccupied orbital energy: -3.24 eV
* largest force on an atom: 0.0118 Eh/bohr
* gap between HOMO and LUMO: 0.3345 Eh